No. 1
This record from the OMol25 dataset describes a cluster of 10 separate species, C27H77N2O19S6 in total in a non-equilibrium geometry. The level of theory is ωB97M-V/def2-TZVPD.

Structure (ORCA input):
```
! wB97M-V def2-TZVPD RIJCOSX def2/J DEFGRID3
* xyz 1 1
N 3.19 2.67 5.54
H 3.27 1.90 6.19
H 2.51 3.30 5.93
H 2.86 2.44 4.61
H 4.16 2.92 5.51
N 3.44 5.32 0.54
H 2.85 4.51 0.67
H 3.22 5.86 1.37
H 3.11 5.66 -0.35
H 4.38 4.96 0.48
C -0.14 -0.19 0.26
C -0.06 1.31 0.43
C -1.38 1.95 0.70
O 0.92 1.75 1.31
H -0.62 -0.81 1.02
H 0.86 -0.60 0.10
H -0.64 -0.49 -0.65
H 0.23 1.67 -0.56
H -2.16 1.75 -0.03
H -1.36 3.02 0.93
H -1.67 1.50 1.64
O 2.60 7.02 -3.68
S 1.57 7.14 -4.78
O 0.39 8.02 -4.67
O 2.32 7.47 -6.26
C 3.53 6.85 -6.48
C 4.66 7.75 -7.06
C 0.95 5.32 -5.17
H 3.43 6.10 -7.27
H 3.92 6.47 -5.53
H 4.87 8.67 -6.50
H 4.46 8.06 -8.08
H 5.62 7.30 -7.29
H 1.85 4.75 -5.40
H 0.12 5.30 -5.88
H 0.56 4.99 -4.21
O 6.44 1.33 -1.45
S 7.24 0.09 -1.22
O 7.07 -1.11 -2.09
O 8.88 0.54 -1.23
C 9.82 -0.41 -0.77
C 11.04 -0.30 -1.72
C 7.07 -0.33 0.61
H 9.48 -1.45 -0.75
H 10.07 -0.25 0.27
H 10.74 -0.75 -2.66
H 11.86 -0.94 -1.38
H 11.45 0.70 -1.89
H 7.57 -1.29 0.67
H 6.00 -0.43 0.77
H 7.52 0.44 1.24
O 0.96 -7.01 -5.22
S 1.31 -5.87 -4.41
O 0.30 -5.21 -3.62
O 2.67 -6.16 -3.54
C 3.01 -5.19 -2.53
C 4.21 -5.66 -1.78
C 1.94 -4.48 -5.58
H 2.27 -5.16 -1.74
H 3.17 -4.16 -2.86
H 4.06 -6.58 -1.21
H 4.40 -4.81 -1.12
H 4.97 -5.91 -2.52
H 2.75 -4.91 -6.16
H 2.39 -3.69 -4.99
H 1.13 -4.00 -6.14
O -8.05 -5.43 0.94
S -8.55 -4.28 1.72
O -7.71 -3.69 2.78
O -8.76 -3.18 0.46
C -7.78 -2.17 0.26
C -6.49 -2.78 -0.27
C -10.14 -4.62 2.36
H -7.45 -1.62 1.14
H -8.21 -1.46 -0.44
H -5.73 -2.05 -0.53
H -6.68 -3.19 -1.26
H -5.99 -3.56 0.31
H -10.73 -4.83 1.46
H -10.56 -3.75 2.87
H -10.02 -5.48 3.01
O -0.95 3.26 6.25
S -2.11 2.54 6.80
O -3.43 2.97 6.46
O -1.79 0.93 6.49
C -2.71 -0.16 6.83
C -2.75 -1.21 5.71
C -2.01 2.38 8.63
H -3.72 0.10 7.15
H -2.30 -0.82 7.59
H -2.07 -1.06 4.88
H -3.76 -1.42 5.36
H -2.56 -2.18 6.18
H -2.95 1.99 9.03
H -2.00 3.42 8.98
H -1.18 1.78 8.99
O -0.10 11.44 2.05
S -0.42 10.75 0.82
O 0.34 9.59 0.27
O -2.00 10.27 1.01
C -2.57 9.31 0.20
C -3.40 8.30 1.06
C -0.74 12.03 -0.56
H -1.75 8.87 -0.36
H -3.17 9.80 -0.56
H -3.73 7.41 0.53
H -4.26 8.72 1.57
H -2.83 7.99 1.93
H -1.28 11.60 -1.40
H 0.26 12.19 -0.96
H -1.15 12.93 -0.10
C -4.03 -11.50 -1.99
C -3.59 -10.03 -1.76
C -2.69 -9.78 -0.55
C -2.63 -8.33 -0.28
C -1.43 -7.98 0.67
C -1.60 -6.49 1.17
H -3.21 -12.10 -2.38
H -4.93 -11.57 -2.60
H -4.12 -11.95 -1.00
H -3.09 -9.62 -2.64
H -4.51 -9.62 -1.36
H -1.70 -10.23 -0.70
H -3.07 -10.26 0.35
H -2.66 -7.63 -1.11
H -3.50 -8.04 0.31
H -1.53 -8.51 1.61
H -0.39 -8.11 0.36
H -2.47 -6.48 1.82
H -0.75 -6.19 1.79
H -1.76 -5.88 0.28
*
```

## Properties
HOMO-LUMO gap ... 3.4 eV
E_tot ... -5002.41060 Eh
E_LUMO ... -4.2 eV

These are the Löwdin partial charges, in e, on atoms 1 to 8:
1. N 0.355
2. H 0.158
3. H 0.158
4. H 0.156
5. H 0.154
6. N 0.344
7. H 0.126
8. H 0.153

No. 2
This record from the OMol25 dataset describes a cluster of 9 separate species, C27H78N6O9 in total in a non-equilibrium geometry. The level of theory is ωB97M-V/def2-TZVPD.

Structure (ORCA input):
```
! wB97M-V def2-TZVPD RIJCOSX def2/J DEFGRID3
* xyz 0 1
C 1.12 0.16 -5.99
C 0.55 -1.30 -6.16
C 1.23 -2.08 -7.25
O 1.52 -1.36 -8.41
C 2.37 -2.00 -9.32
N 0.63 -1.99 -4.92
H 2.21 0.18 -5.98
H 0.92 0.71 -5.08
H 0.80 0.83 -6.80
H -0.51 -1.26 -6.43
H 0.53 -2.88 -7.48
H 2.15 -2.47 -6.82
H 3.38 -2.08 -8.91
H 2.54 -1.35 -10.18
H 2.05 -2.92 -9.80
H -0.11 -1.66 -4.31
H 0.34 -2.96 -4.96
C 0.24 -8.40 0.26
C 0.03 -9.25 -0.97
C -0.23 -10.76 -0.79
O -0.02 -11.46 -2.05
C 0.28 -12.80 -1.79
N -1.03 -8.65 -1.73
H 1.11 -8.78 0.80
H -0.50 -8.55 1.04
H 0.35 -7.35 0.01
H 1.00 -9.08 -1.44
H -1.26 -10.98 -0.48
H 0.38 -11.01 0.07
H 1.08 -12.96 -1.07
H 0.28 -13.36 -2.73
H -0.61 -13.17 -1.28
H -1.36 -9.24 -2.48
H -1.80 -8.66 -1.09
C -6.58 -3.78 3.40
C -5.88 -4.76 2.46
C -6.74 -6.05 2.28
O -6.11 -6.95 1.42
C -6.88 -8.01 0.86
N -5.67 -4.08 1.22
H -6.78 -4.19 4.39
H -7.55 -3.44 3.02
H -5.98 -2.89 3.58
H -4.89 -4.99 2.85
H -7.68 -5.71 1.84
H -6.91 -6.49 3.26
H -6.99 -8.84 1.55
H -6.42 -8.34 -0.07
H -7.85 -7.60 0.56
H -6.58 -3.98 0.78
H -5.15 -4.77 0.70
C -0.06 1.01 3.49
C -0.40 1.70 2.22
C -1.17 3.01 2.44
O -1.46 3.72 1.23
C -2.60 3.18 0.61
N 0.77 1.91 1.43
H 0.56 1.58 4.19
H 0.48 0.09 3.24
H -0.97 0.71 4.00
H -1.09 1.04 1.71
H -0.60 3.74 3.01
H -2.10 2.87 3.00
H -2.60 3.54 -0.42
H -3.49 3.51 1.16
H -2.59 2.09 0.57
H 1.18 2.75 1.80
H 0.45 2.19 0.51
C -4.88 9.30 -6.94
C -5.50 10.27 -7.96
C -6.01 11.66 -7.45
O -6.54 12.57 -8.43
C -6.88 13.76 -7.83
N -4.58 10.48 -9.07
H -3.94 9.71 -6.56
H -4.72 8.27 -7.28
H -5.57 9.14 -6.12
H -6.37 9.70 -8.27
H -5.24 12.16 -6.86
H -6.75 11.39 -6.69
H -6.00 14.28 -7.45
H -7.56 13.49 -7.03
H -7.38 14.44 -8.53
H -5.12 10.94 -9.78
H -4.38 9.61 -9.53
C 8.94 0.16 12.76
C 8.65 -0.51 11.38
C 7.21 -0.27 10.84
O 6.37 -1.10 11.67
C 5.19 -1.35 10.90
N 9.60 -0.02 10.42
H 8.79 1.24 12.72
H 9.95 -0.04 13.13
H 8.29 -0.31 13.50
H 8.74 -1.59 11.35
H 7.31 -0.56 9.80
H 6.84 0.76 10.84
H 4.34 -1.71 11.48
H 5.42 -2.06 10.12
H 4.91 -0.36 10.54
H 9.36 -0.41 9.52
H 9.56 0.97 10.23
C 6.87 4.44 3.52
O 5.89 5.29 2.93
H 6.52 4.14 4.51
H 7.08 3.57 2.89
H 7.73 5.09 3.62
H 5.90 6.11 3.42
C 0.38 9.54 -1.72
O -1.01 9.55 -1.27
H 0.61 9.83 -2.74
H 1.05 10.09 -1.05
H 0.88 8.58 -1.63
H -1.06 8.70 -0.81
C 5.75 -2.53 -1.04
O 6.02 -1.81 0.13
H 6.49 -3.22 -1.43
H 4.83 -3.10 -0.88
H 5.51 -1.88 -1.89
H 5.22 -1.29 0.24
*
```

## Properties
HOMO-LUMO gap ... 9.8 eV
E_tot ... -2080.89930 Eh
E_LUMO ... 0.5 eV

These are the Löwdin partial charges, in e, on atoms 1 to 8:
1. C -0.045
2. C -0.446
3. C -0.237
4. O -0.168
5. C -0.121
6. N 0.021
7. H 0.072
8. H 0.064

No. 3
This record from the OMol25 dataset describes a cluster of 14 separate species, C27H79N3O14 in total in a non-equilibrium geometry. The level of theory is ωB97M-V/def2-TZVPD.

Structure (ORCA input):
```
! wB97M-V def2-TZVPD RIJCOSX def2/J DEFGRID3
* xyz 0 1
O -5.77 0.36 -2.26
H -5.78 0.47 -3.21
H -5.06 -0.26 -2.09
O -3.28 0.06 -5.88
H -3.00 -0.58 -5.22
H -3.47 0.85 -5.38
O -4.04 1.92 -4.09
H -4.30 1.77 -3.18
H -4.13 2.87 -4.21
O 1.76 0.77 -6.26
H 1.64 0.81 -7.21
H 1.97 -0.15 -6.08
O 2.30 -2.02 -5.33
H 2.09 -2.74 -4.74
H 3.01 -2.36 -5.87
O 3.67 1.69 -4.85
H 4.26 1.67 -5.61
H 2.88 1.25 -5.16
O 1.40 3.86 -5.95
H 1.21 3.57 -6.84
H 1.98 3.19 -5.60
O 4.82 -0.61 -3.84
H 4.41 0.20 -4.13
H 4.09 -1.17 -3.59
O -1.45 -1.91 -4.59
H -0.71 -2.47 -4.84
H -1.08 -1.28 -3.97
O 0.81 -4.11 -4.59
H 1.51 -4.72 -4.38
H 0.20 -4.62 -5.13
O -3.92 -1.66 -2.50
H -4.64 -2.28 -2.51
H -3.31 -1.99 -3.16
C 1.15 -1.27 0.52
C 0.25 -1.57 -0.64
C -1.22 -1.45 -0.16
C -1.72 0.03 0.01
C -1.47 0.88 -1.25
C -0.05 0.70 -1.82
N 0.39 -0.75 -1.83
O 1.52 -0.95 -2.55
C -0.16 1.28 -3.30
C 0.90 1.66 -1.01
C 0.42 -3.09 -0.95
H 1.02 -0.22 0.81
H 2.20 -1.21 0.24
H 1.00 -1.80 1.46
H -1.94 -1.91 -0.83
H -1.20 -1.86 0.85
H -1.30 0.68 0.79
H -2.78 -0.01 0.27
H -1.49 1.88 -0.81
H -2.34 0.75 -1.90
H -1.06 0.84 -3.74
H -0.24 2.36 -3.28
H 0.75 1.11 -3.88
H 0.79 1.69 0.07
H 1.92 1.36 -1.27
H 0.74 2.67 -1.38
H 0.02 -3.48 -1.88
H -0.05 -3.65 -0.15
H 1.48 -3.35 -0.95
H 1.30 -1.43 -3.35
C -3.80 -3.00 2.72
C -3.85 -4.01 3.83
C -2.71 -5.04 3.61
C -1.40 -4.47 4.23
C -1.61 -4.02 5.70
C -2.64 -2.85 5.77
N -3.87 -3.34 5.17
O -4.99 -2.55 5.30
C -2.93 -2.72 7.31
C -2.04 -1.58 5.18
C -5.13 -4.90 3.73
H -4.56 -2.23 2.80
H -4.01 -3.49 1.77
H -2.80 -2.56 2.68
H -3.03 -6.02 3.96
H -2.58 -5.19 2.54
H -0.92 -3.79 3.53
H -0.61 -5.23 4.27
H -0.68 -3.76 6.21
H -1.84 -4.92 6.27
H -3.50 -3.55 7.71
H -2.15 -2.61 8.07
H -3.48 -1.80 7.53
H -1.27 -1.15 5.83
H -1.53 -1.79 4.25
H -2.78 -0.82 4.95
H -5.27 -5.41 2.78
H -5.97 -4.21 3.85
H -5.29 -5.61 4.54
H -5.50 -2.91 6.03
C 0.82 4.98 1.30
C 2.26 4.66 1.83
C 2.23 3.23 2.42
C 3.64 2.53 2.68
C 4.43 2.53 1.40
C 4.54 3.90 0.72
N 3.19 4.58 0.66
O 3.23 5.74 -0.01
C 5.60 4.76 1.40
C 5.01 3.62 -0.71
C 2.67 5.78 2.85
H 0.05 4.37 1.76
H 0.64 4.78 0.24
H 0.62 6.05 1.29
H 1.65 3.27 3.34
H 1.77 2.55 1.70
H 3.58 1.48 2.93
H 4.29 2.99 3.43
H 4.00 1.89 0.63
H 5.47 2.28 1.62
H 5.23 5.79 1.45
H 5.81 4.49 2.43
H 6.61 4.58 1.03
H 4.38 2.95 -1.29
H 5.00 4.62 -1.16
H 5.99 3.15 -0.78
H 2.82 6.82 2.59
H 3.70 5.52 3.09
H 2.12 5.67 3.78
H 2.48 5.70 -0.62
*
```

## Properties
HOMO-LUMO gap ... 7.3 eV
E_tot ... -2293.54511 Eh
E_LUMO ... -0.5 eV

These are the Löwdin partial charges, in e, on atoms 1 to 8:
1. O -0.055
2. H 0.026
3. H -0.021
4. O -0.068
5. H -0.025
6. H -0.033
7. O -0.037
8. H 0.025

No. 4
This record from the OMol25 dataset describes a cluster of 13 separate species, C27H80O13 in total in a non-equilibrium geometry. The level of theory is ωB97M-V/def2-TZVPD.

Structure (ORCA input):
```
! wB97M-V def2-TZVPD RIJCOSX def2/J DEFGRID3
* xyz 0 1
C 7.23 10.96 17.05
C 7.65 11.01 18.51
C 8.78 10.09 18.69
O 8.21 12.30 18.83
H 8.00 11.24 16.34
H 6.43 11.73 16.83
H 6.93 9.93 16.83
H 6.76 10.81 19.14
H 9.21 10.24 19.65
H 9.53 10.24 17.95
H 8.49 9.06 18.49
H 7.81 12.70 19.59
C 8.09 12.08 10.08
C 8.87 11.18 9.12
C 10.38 11.40 9.17
O 8.55 9.79 9.34
H 7.05 11.77 10.14
H 8.13 13.13 9.85
H 8.50 11.94 11.08
H 8.58 11.39 8.06
H 10.97 10.96 8.37
H 10.76 10.96 10.07
H 10.60 12.47 9.27
H 8.93 9.52 10.19
C 14.87 13.46 17.08
C 13.73 14.37 16.59
C 12.99 15.06 17.73
O 14.30 15.31 15.66
H 15.53 13.11 16.26
H 14.52 12.55 17.61
H 15.55 13.95 17.83
H 13.04 13.68 16.04
H 12.37 14.37 18.31
H 12.36 15.83 17.36
H 13.67 15.57 18.44
H 13.66 16.03 15.64
C 13.04 15.34 11.97
C 13.12 13.91 12.49
C 12.96 12.82 11.42
O 14.37 13.67 13.07
H 13.83 15.47 11.23
H 13.16 16.06 12.76
H 12.09 15.50 11.44
H 12.28 13.82 13.17
H 13.02 11.80 11.86
H 13.89 12.91 10.85
H 12.08 12.99 10.89
H 14.51 14.29 13.82
C 13.03 8.37 19.49
C 13.79 7.17 18.90
C 14.26 6.10 19.88
O 12.94 6.64 17.84
H 12.73 9.13 18.76
H 13.64 8.88 20.25
H 12.09 8.08 19.96
H 14.67 7.55 18.38
H 13.46 5.53 20.44
H 14.93 6.53 20.62
H 14.89 5.34 19.32
H 13.24 5.77 17.48
C 9.61 15.26 16.95
C 8.36 14.94 16.20
C 8.33 15.23 14.75
O 8.07 13.55 16.28
H 9.45 15.03 18.00
H 9.80 16.32 16.86
H 10.44 14.70 16.60
H 7.59 15.53 16.75
H 7.42 14.86 14.32
H 9.12 14.73 14.18
H 8.50 16.28 14.58
H 8.15 13.16 17.17
C 10.06 11.04 14.53
C 11.60 10.98 14.52
C 12.16 10.81 15.92
O 11.87 9.93 13.57
H 9.74 11.43 13.55
H 9.81 11.87 15.21
H 9.58 10.08 14.77
H 11.98 11.94 14.18
H 13.26 10.89 15.94
H 11.88 9.77 16.29
H 11.63 11.44 16.60
H 12.84 9.83 13.64
C 7.69 6.89 14.50
O 7.31 7.56 15.70
H 7.09 7.22 13.65
H 8.72 7.11 14.35
H 7.62 5.80 14.64
H 6.36 7.52 15.71
C 10.88 7.73 11.30
O 10.06 8.77 11.83
H 10.39 7.15 10.53
H 11.83 8.13 10.97
H 11.07 6.98 12.12
H 10.60 9.25 12.46
C 11.49 7.25 15.00
O 12.85 7.62 14.93
H 11.09 7.62 15.93
H 11.06 7.84 14.20
H 11.26 6.17 14.88
H 13.27 7.57 15.83
C 6.87 11.05 13.52
O 7.24 12.43 13.67
H 5.78 10.90 13.61
H 7.11 10.74 12.50
H 7.37 10.37 14.20
H 7.41 12.54 14.60
C 15.10 7.77 12.23
O 15.54 6.77 13.14
H 14.30 8.38 12.60
H 15.90 8.47 12.20
H 14.87 7.41 11.24
H 14.86 6.75 13.83
C 15.83 10.93 14.06
O 14.52 10.93 13.58
H 16.31 10.09 13.56
H 16.31 11.87 13.81
H 15.85 10.76 15.13
H 14.23 11.83 13.36
*
```

## Properties
HOMO-LUMO gap ... 9.8 eV
E_tot ... -2054.68830 Eh
E_LUMO ... 0.3 eV

These are the Löwdin partial charges, in e, on atoms 1 to 8:
1. C -0.063
2. C -0.456
3. C -0.060
4. O -0.063
5. H 0.042
6. H 0.114
7. H 0.076
8. H 0.155

- What is the formula in the first record?
  C27H77N2O19S6

- Which of these has the lowest E_LUMO?
  C27H77N2O19S6

- Number 4 is which compound?
  C27H80O13

- Among the records above, which one has the highest E_LUMO?
  C27H78N6O9